Entry 1:
17
Properties=species:S:1:pos:R:3 method="wB97M-V/def2-TZVPD" orbital_gap_ev=9.48 total_charge=+1
C 1.2529 -0.9765 0.0517
C -0.4311 0.1300 0.3675
N 1.4528 -0.2800 -1.2278
N 0.0071 1.3404 -0.1868
N -0.7586 0.3147 1.7006
P -1.8702 -0.3634 -0.6833
H 0.9397 -2.0334 -0.0527
H 1.9687 -0.7859 0.7808
H 0.6667 -0.6495 -1.8353
H 1.2121 0.8103 -1.1377
H 0.0334 2.1987 0.3513
H -0.7301 1.6578 -0.8559
H -0.4164 1.1387 2.2456
H 2.3486 -0.4103 -1.6067
H -0.9898 -0.4698 2.3001
H -1.9403 -1.7692 -0.4945
H -2.7454 0.1473 0.2831

---

Entry 2:
18
Properties=species:S:1:pos:R:3 method="wB97M-V/def2-TZVPD" orbital_gap_ev="8.40 / 7.50" total_charge=0
C -0.4999 0.4026 -2.5105
C 0.1864 1.9060 -0.9568
N -1.3642 -1.7787 1.9832
N 1.2693 -2.0853 1.1671
N 0.3305 0.0451 2.6135
N 0.3244 0.5374 -1.3362
P -0.1610 -0.9825 1.3695
H -1.1876 1.2227 -2.5025
H 0.1269 0.7515 -3.2989
H -1.0225 -0.4717 -2.7982
H 0.4901 2.1000 0.0507
H 0.7943 2.6351 -1.4591
H -0.8275 2.3095 -1.1082
H -1.4667 -2.7928 1.7215
H 1.0235 -2.8873 0.5611
H 2.0386 -1.5499 0.7777
H 0.1483 0.8995 2.2948
H -0.2028 -0.2610 3.4313

---

Entry 3:
16
Properties=species:S:1:pos:R:3 method="wB97M-V/def2-TZVPD" orbital_gap_ev=9.73 total_charge=0
C -1.6753 0.2468 1.0953
N -0.2681 0.8712 1.2806
C 0.7216 0.0489 1.8701
H -2.0982 -0.4512 1.7553
H -2.4752 1.0119 0.8404
H -1.5180 -0.2032 0.0424
H -0.4701 1.7905 1.7988
H 1.7885 0.4372 1.6587
H 0.5966 -1.0566 1.7018
H 0.7437 0.2311 2.9503
O 0.8895 -1.9213 -1.9028
H 0.1970 -1.4633 -2.3967
H 1.6309 -1.2362 -1.7779
O 0.2649 0.8044 -1.8972
H 0.6439 1.2605 -1.1340
H -0.6748 0.7429 -1.7953

---

Entry 4:
16
Properties=species:S:1:pos:R:3 method="wB97M-V/def2-TZVPD" orbital_gap_ev=9.49 total_charge=0
H 1.0209 -0.8717 0.7066
O 0.2211 -1.3997 1.5670
N 1.5296 0.0905 0.1224
H 0.8317 -1.8913 2.1143
H 1.6223 1.0825 0.5573
C 0.5529 0.3203 -1.0974
H -0.4523 0.2796 -0.6829
H 0.6928 -0.6402 -1.6773
H 2.5577 0.0678 -0.2655
C 0.7068 1.6911 -1.6107
H -0.2554 2.0076 -1.8928
H 1.1712 2.4575 -0.8889
H 1.3701 1.7530 -2.4568
O -2.9080 -0.5526 0.6368
H -2.0086 -0.9269 0.7580
H -3.3206 -0.4012 1.4891

---

Table of F_max (eV/A), in record order: 4.955; 4.870; 5.138; 5.245
Table of energy relative to the best compared isomer or geometry (same formula, charge and spin) (kJ/mol), in record order: 230.47; 329.97; 183.94; 204.93